Entry from the Open Molecules 2025 dataset: a molecular structure, C28H36CsF6N2O4P2SSb in a non-equilibrium geometry (wB97M-V/def2-TZVPD).

Calculated values
Energy relative to the best compared isomer or geometry (same formula, charge and spin) = 0.0 kJ/mol
Frontier orbital gap (spin up / spin down) = 6.624 / 6.036 eV
Energy = -93599.6120 eV
2S+1 = 2
<S²> = 0.79
Total charge = -1
LUMO energy (spin up / spin down) = 1.99 / 0.93 eV

Each line ends with the Mulliken spin population.
Cartesian coordinates (Å):
Cs 0.17 -0.30 -0.33  0.011
C -0.50 -2.42 3.93  0.006
O -1.83 -2.05 4.29  0.005
C -2.12 -0.71 4.35  0.020
C -2.78 -0.27 5.46  -0.015
C -3.20 1.08 5.57  0.077
C -2.93 1.96 4.57  -0.046
C -2.24 1.57 3.39  0.093
C -1.95 2.57 2.44  0.040
N -1.21 2.37 1.37  0.083
N -1.07 3.42 0.61  0.355
C -0.14 3.25 -0.39  -0.063
O 0.63 2.28 -0.43  0.128
C -0.06 4.34 -1.40  0.005
C -0.74 5.54 -1.24  0.018
C -0.64 6.53 -2.20  -0.004
C 0.14 6.32 -3.34  0.008
C 0.81 5.11 -3.50  -0.003
C 0.72 4.13 -2.53  0.004
C -1.86 0.17 3.22  0.128
O -1.36 -0.28 2.16  0.148
H -0.39 -3.47 4.21  0.000
H 0.23 -1.83 4.50  -0.001
H -0.31 -2.30 2.87  -0.004
H -2.98 -0.98 6.25  0.004
H -3.73 1.40 6.46  0.007
H -3.24 3.00 4.65  -0.005
H -2.34 3.57 2.62  -0.009
H -1.34 5.69 -0.35  0.005
H -1.16 7.47 -2.07  0.000
H 0.21 7.09 -4.09  0.001
H 1.40 4.94 -4.39  0.000
H 1.22 3.18 -2.65  0.001
C 4.82 -0.28 -1.31  0.000
P 3.83 -0.47 0.23  -0.001
C 4.88 0.53 1.37  0.000
C 4.42 -2.15 0.74  0.000
C 3.81 -3.27 -0.11  0.000
P 1.96 -3.30 0.04  0.000
C 1.77 -4.59 1.35  0.000
C 1.55 -4.31 -1.44  0.000
H 5.88 -0.48 -1.14  0.000
H 4.69 0.74 -1.69  0.000
H 4.44 -0.94 -2.09  0.000
H 5.93 0.23 1.33  0.000
H 4.51 0.42 2.39  0.000
H 4.79 1.58 1.10  0.000
H 4.12 -2.28 1.79  0.000
H 5.51 -2.19 0.72  0.000
H 4.24 -4.24 0.15  0.000
H 4.04 -3.11 -1.17  0.000
H 2.24 -5.54 1.07  0.000
H 0.70 -4.75 1.51  0.000
H 2.20 -4.23 2.28  0.000
H 2.14 -5.23 -1.50  0.000
H 1.72 -3.71 -2.34  0.000
H 0.49 -4.55 -1.40  0.000
F 0.97 -1.19 -2.71  0.000
Sb 0.98 -0.11 -4.29  0.000
F 2.53 0.77 -3.69  0.000
F -0.13 1.12 -3.39  -0.001
F 0.96 0.97 -5.84  0.000
F -0.58 -1.01 -4.89  0.000
F 2.06 -1.40 -5.15  0.000
C -3.63 -3.51 -0.32  0.000
S -2.62 -2.28 0.55  -0.001
O -1.22 -2.63 0.18  0.002
C -3.10 -0.90 -0.47  -0.004
C -2.68 -0.84 -1.79  -0.001
C -3.02 0.26 -2.57  0.001
C -3.76 1.29 -2.01  0.000
C -4.15 1.24 -0.67  0.001
C -3.82 0.14 0.10  0.000
H -3.31 -3.55 -1.36  0.000
H -4.68 -3.22 -0.24  0.000
H -3.46 -4.46 0.18  0.000
H -2.04 -1.62 -2.20  0.000
H -2.68 0.32 -3.59  0.000
H -4.00 2.17 -2.60  0.000
H -4.68 2.07 -0.23  0.000
H -4.07 0.11 1.16  0.008